Record 1
23
Properties=species:S:1:pos:R:3:lowdin_charge:R:1 method="wB97M-V/def2-TZVPD" lumo_energy_ev=0.58 smiles="C=CN.O.O.O.O.O" total_energy_ha=-516.14505 relative_energy_kcal_mol=9.42 max_force_ha_per_bohr=0.0286
O -2.38 -1.16 -0.65 -0.102
O 1.32 -0.12 -2.03 -0.080
O 2.45 0.72 0.31 -0.074
O 0.22 -2.29 -0.86 -0.072
O 1.72 -1.84 1.47 -0.062
N -1.22 1.16 -0.59 0.013
C -1.08 2.31 1.50 0.006
C -0.83 1.24 0.75 -0.286
H -0.37 0.29 1.05 0.105
H 0.54 -2.37 0.06 0.024
H -0.79 2.26 2.53 0.044
H -3.05 -1.47 -0.02 0.050
H -1.73 1.84 -1.13 0.117
H -0.61 0.71 -1.26 0.076
H 1.14 -1.50 2.16 0.046
H 1.75 1.30 0.61 0.021
H 2.18 -1.03 1.16 0.018
H 2.19 0.37 -0.57 0.004
H 2.04 -0.32 -2.63 0.065
H -0.71 -2.00 -0.77 0.013
H -1.69 3.06 0.96 0.076
H 1.00 -0.95 -1.59 0.010
H -2.09 -0.22 -0.46 -0.011

---

Record 2
23
Properties=species:S:1:pos:R:3:lowdin_spin:R:1 method="wB97M-V/def2-TZVPD" s2=0.7546 lumo_energy_ev="-0.03 / -4.29" spin_multiplicity=2 total_energy_ha=-536.51186 relative_energy_kcal_mol=0.00 max_force_ha_per_bohr=0.0299
O 1.67 1.28 -1.12 0.054
O -0.73 0.42 -0.88 0.820
O -2.99 0.99 -1.79 0.090
O 0.15 1.34 1.41 0.025
O -0.21 -1.85 -3.92 0.000
O 2.43 -1.34 -0.92 -0.001
C -0.15 -0.71 2.76 0.001
C 0.03 0.80 2.71 0.003
H 2.10 -0.40 -0.88 0.000
H 0.24 -1.96 -3.07 0.000
H -2.34 1.33 -2.42 -0.001
H 0.94 1.06 3.23 0.001
H -2.43 0.69 -1.05 0.001
H -0.43 -0.51 -0.95 0.007
H -0.19 -1.03 3.80 0.000
H 0.76 1.28 -1.38 0.000
H 0.66 -1.18 2.22 0.000
H 1.68 1.49 -0.17 0.000
H -1.08 -1.03 2.29 0.000
H -1.01 -1.35 -3.77 0.000
H 2.15 -1.60 -0.03 0.000
H -0.45 0.98 0.73 0.000
H -0.80 1.31 3.19 0.001

---

Record 3
25
Properties=species:S:1:pos:R:3:lowdin_spin:R:1 method="wB97M-V/def2-TZVPD" s2=0.7566 lumo_energy_ev="-3.32 / -7.02" charge=+1 spin_multiplicity=2 total_energy_ha=-650.04909 max_force_ha_per_bohr=0.0925
Y 0.54 -0.32 -0.78 -0.007
O -1.04 -0.33 0.96 0.719
O 2.24 -0.18 -2.19 0.006
O -0.50 -2.40 -1.43 -0.002
O 0.74 1.98 -0.63 -0.001
O -0.79 0.30 -2.48 0.079
O 2.46 0.33 0.68 0.000
O 1.67 -2.18 0.06 0.000
C -2.22 1.60 1.89 0.017
C -2.14 0.15 1.65 0.103
H 1.56 -2.59 0.92 0.000
H -1.45 0.88 -2.91 0.000
H -1.42 1.97 2.54 0.001
H 2.97 -0.53 -2.74 0.000
H 1.08 2.55 0.06 0.000
H 2.42 -2.63 -0.32 0.000
H 0.38 2.58 -1.29 0.000
H -2.05 -0.24 2.66 0.066
H -3.12 1.94 2.39 0.000
H 3.22 0.69 0.22 0.000
H -3.13 -0.11 1.26 0.016
H -2.29 2.14 0.94 0.003
H -1.05 -2.58 -2.20 0.000
H -0.88 -2.95 -0.74 0.000
H 2.82 -0.06 1.47 0.000